10 unconnected molecules or ions with the total composition C45H63N10O at a distorted geometry. Source: OMol25; level of theory: ωB97M-V with the def2-TZVPD basis set.

Last column: Mulliken charge in e.
Positions of all 119 atoms, in Å:
C (1.565, 3.052, -1.989)  -1.37
C (0.804, 1.750, -1.860)  2.11
C (1.751, 0.677, -2.462)  -1.47
C (1.372, -0.742, -1.955)  -0.94
C (1.612, -0.833, -0.527)  -2.04
C (0.725, 0.200, 0.315)  1.45
N (0.679, 1.481, -0.338)  1.73
O (0.176, 2.420, 0.397)  -0.30
C (1.146, 0.191, 1.702)  -1.85
C (-0.786, -0.330, 0.445)  -0.89
C (-0.480, 1.974, -2.637)  -2.01
H (1.111, 3.942, -1.697)  0.23
H (1.624, 3.349, -3.151)  0.41
H (2.713, 3.171, -1.619)  -0.25
H (2.778, 0.900, -2.152)  0.14
H (1.809, 0.619, -3.578)  0.38
H (2.190, -1.321, -2.521)  0.51
H (0.493, -1.083, -2.394)  0.54
H (2.675, -0.772, -0.365)  0.40
H (1.598, -1.765, -0.047)  0.94
H (2.146, 0.619, 1.667)  0.50
H (1.120, -0.804, 1.971)  0.15
H (0.732, 0.941, 2.332)  0.22
H (-1.162, -0.541, -0.471)  1.07
H (-1.532, 0.528, 1.055)  -0.18
H (-0.719, -1.388, 0.982)  -0.25
H (-1.173, 1.142, -2.769)  0.44
H (-0.165, 2.150, -3.562)  0.81
H (-1.027, 2.847, -2.324)  0.17
N (-4.164, 0.170, -6.310)  -0.09
C (-4.031, -1.111, -5.586)  -0.74
C (-4.013, -0.679, -4.156)  -0.59
C (-4.092, 0.878, -4.160)  -0.58
C (-4.330, 1.285, -5.575)  -0.81
H (-4.023, 0.193, -7.440)  0.29
H (-3.946, -1.978, -6.124)  0.44
H (-3.933, -1.347, -3.440)  0.85
H (-4.015, 1.387, -3.279)  0.76
H (-4.485, 2.229, -5.965)  0.46
N (-6.527, 0.730, 1.498)  -0.06
C (-6.252, 2.108, 0.950)  -0.81
C (-5.054, 1.975, 0.167)  -0.07
C (-4.590, 0.542, 0.156)  -0.09
C (-5.565, -0.206, 1.033)  -0.98
H (-7.555, 0.571, 1.856)  0.30
H (-6.690, 3.008, 1.202)  0.44
H (-4.687, 2.721, -0.470)  0.66
H (-3.675, 0.136, -0.443)  0.21
H (-5.713, -1.346, 1.376)  0.32
N (-3.617, 0.735, 3.220)  -0.09
C (-3.098, -0.454, 3.898)  -0.58
C (-1.841, 0.000, 4.679)  -1.12
C (-1.597, 1.341, 4.072)  -0.03
C (-2.724, 1.714, 3.026)  -1.44
H (-4.301, 0.659, 2.428)  0.65
H (-3.643, -1.408, 3.702)  0.54
H (-1.137, -0.610, 5.187)  0.72
H (-0.718, 2.130, 4.323)  0.36
H (-2.691, 2.452, 2.562)  1.08
N (1.809, -6.614, 1.884)  -0.08
C (2.308, -5.228, 1.949)  -0.63
C (2.771, -4.900, 0.531)  -0.20
C (2.455, -6.098, -0.249)  -0.89
C (1.849, -7.225, 0.701)  -0.44
H (1.646, -7.065, 2.776)  0.26
H (2.096, -4.618, 2.812)  0.57
H (3.359, -3.967, 0.329)  0.49
H (2.657, -6.399, -1.181)  0.61
H (1.330, -8.139, 0.571)  0.43
N (3.123, 5.564, 0.670)  0.07
C (2.818, 4.601, 1.675)  -0.65
C (3.508, 3.329, 1.400)  -0.47
C (4.331, 3.513, 0.032)  -0.59
C (3.986, 5.062, -0.302)  -0.34
H (2.916, 6.492, 0.663)  0.17
H (2.081, 4.848, 2.504)  0.34
H (3.381, 2.415, 1.917)  0.80
H (5.104, 3.013, -0.584)  0.47
H (4.556, 5.814, -0.951)  0.34
N (3.056, -2.502, 5.208)  -0.02
C (2.223, -1.707, 4.493)  -0.57
C (0.821, -2.468, 4.339)  0.13
C (1.016, -3.746, 5.076)  -1.12
C (2.516, -3.783, 5.575)  -0.68
H (4.004, -2.304, 5.638)  0.29
H (2.812, -0.677, 4.138)  0.20
H (-0.110, -2.183, 3.789)  0.78
H (0.171, -4.349, 5.206)  0.65
H (3.065, -4.538, 6.156)  0.38
N (-2.297, 5.387, -2.922)  0.07
C (-3.306, 5.055, -1.941)  -1.16
C (-2.506, 5.149, -0.640)  -0.15
C (-1.187, 5.714, -0.916)  -0.49
C (-1.130, 5.896, -2.535)  -0.38
H (-2.480, 5.225, -3.828)  0.15
H (-4.175, 4.685, -2.140)  0.72
H (-2.836, 4.904, 0.370)  0.47
H (-0.313, 5.910, -0.286)  0.45
H (-0.181, 6.140, -3.141)  0.35
N (6.044, -1.442, -1.344)  0.00
C (6.076, -0.058, -1.244)  -0.67
C (5.536, 0.526, -2.531)  -0.63
C (5.041, -0.648, -3.313)  -0.39
C (5.542, -1.891, -2.566)  -0.65
H (6.575, -1.985, -0.635)  0.28
H (6.469, 0.459, -0.361)  0.41
H (5.560, 1.437, -2.744)  0.97
H (4.449, -0.531, -4.347)  0.30
H (5.530, -2.943, -2.748)  0.45
N (-0.641, -4.989, 0.877)  -0.04
C (-1.461, -4.872, -0.255)  -0.56
C (-2.587, -3.844, 0.116)  -0.90
C (-2.133, -3.438, 1.496)  -0.59
C (-0.946, -4.198, 1.844)  -0.01
H (0.240, -5.605, 0.767)  0.39
H (-1.282, -5.520, -1.103)  0.39
H (-3.412, -3.700, -0.571)  0.48
H (-2.585, -2.865, 2.130)  0.88
H (-0.329, -4.299, 2.911)  -0.08

**Gap between HOMO and LUMO**: 4.08 eV
**Calculated total energy**: -64601.46444 eV
**ΔE to the lowest compared entry with this formula, charge and spin**: 102.1 kcal per mole
**LUMO**: -0.192 Ha
**Largest force on an atom**: 19.54 eV Å⁻¹
**Total charge**: +1
**E_HOMO**: -9.293 eV



A molecular structure, C45H64Cl3N2O4PSb2W at a distorted geometry. Source: OMol25; level of theory: ωB97M-V with the def2-TZVPD basis set.

Last column: Mulliken charge in e.
Positions of all 122 atoms, in Å:
W (-0.039, -0.908, -0.037)  0.01
C (3.788, 0.950, -1.755)  -1.40
Sb (2.632, -0.758, -1.264)  0.97
C (2.686, -1.900, -3.062)  -1.41
C (4.220, -1.893, -0.344)  -1.76
C (4.998, -1.255, 0.776)  1.32
C (6.317, -0.869, 0.548)  -0.92
C (7.093, -0.315, 1.556)  -0.74
C (6.558, -0.155, 2.824)  -0.78
C (5.248, -0.541, 3.067)  -0.29
C (4.455, -1.079, 2.059)  -0.23
C (3.032, -1.442, 2.337)  -0.10
Sb (1.635, 0.165, 1.967)  -0.32
C (1.007, 0.449, 3.968)  -1.31
C (2.975, 1.780, 1.698)  -0.57
H (4.681, 0.574, -2.255)  0.60
H (4.082, 1.480, -0.853)  0.38
H (3.244, 1.621, -2.417)  0.40
H (3.391, -1.433, -3.750)  0.51
H (1.708, -1.966, -3.532)  0.27
H (3.047, -2.898, -2.814)  0.54
H (4.882, -2.058, -1.196)  0.86
H (3.816, -2.867, -0.061)  0.57
H (6.751, -1.019, -0.434)  0.42
H (8.116, -0.028, 1.353)  0.43
H (7.158, 0.260, 3.623)  0.45
H (4.835, -0.426, 4.064)  0.46
H (2.874, -1.739, 3.374)  1.12
H (2.710, -2.256, 1.694)  -0.76
H (1.937, 0.567, 4.527)  0.54
H (0.473, -0.431, 4.313)  0.39
H (0.399, 1.341, 4.079)  0.24
H (2.759, 2.490, 2.491)  0.37
H (2.824, 2.265, 0.739)  -0.24
H (3.995, 1.407, 1.796)  0.60
C (0.345, -4.718, -1.460)  -1.65
C (0.532, -4.048, -0.151)  0.32
O (0.805, -2.834, -0.045)  0.41
N (0.561, -4.773, 0.945)  0.05
C (0.680, -4.193, 2.293)  -1.41
C (-0.528, -3.366, 2.688)  1.21
C (-1.608, -4.096, 3.253)  -1.09
C (-2.688, -3.408, 3.804)  -0.74
C (-2.760, -2.069, 3.591)  -1.22
C (-1.762, -1.374, 2.738)  0.52
N (-0.499, -2.076, 2.530)  0.33
H (0.408, -3.983, -2.256)  0.17
H (-0.619, -5.226, -1.510)  0.48
H (1.129, -5.467, -1.581)  0.43
H (0.228, -5.725, 0.879)  0.37
H (1.596, -3.616, 2.355)  -0.32
H (0.772, -5.040, 2.969)  0.77
H (-1.528, -5.172, 3.334)  0.55
H (-3.437, -3.920, 4.393)  0.48
H (-3.551, -1.477, 4.028)  0.56
H (-1.560, -0.393, 3.174)  -0.24
O (0.449, 1.231, -0.524)  3.24
H (0.218, 1.462, -1.445)  -0.63
H (0.265, 2.039, 0.047)  -1.94
C (-3.803, -2.103, -5.976)  -0.49
C (-2.626, -1.376, -6.087)  -1.05
C (-1.784, -1.235, -4.994)  0.35
C (-2.110, -1.831, -3.774)  0.34
C (-3.283, -2.586, -3.684)  -0.56
C (-4.131, -2.711, -4.772)  -0.94
C (-1.294, -1.719, -2.551)  -0.72
C (-0.546, -0.688, -2.113)  0.84
C (-0.481, 0.576, -2.910)  -0.16
C (-1.576, 1.447, -2.889)  0.24
C (-1.550, 2.641, -3.594)  -0.89
C (-0.429, 2.995, -4.333)  -0.90
C (0.663, 2.142, -4.367)  -1.30
C (0.639, 0.946, -3.659)  0.91
H (-4.459, -2.203, -6.831)  0.42
H (-2.360, -0.918, -7.031)  0.46
H (-0.863, -0.680, -5.104)  0.42
H (-3.538, -3.061, -2.743)  0.41
H (-5.043, -3.287, -4.685)  0.44
H (-1.367, -2.601, -1.924)  0.55
H (-2.449, 1.174, -2.313)  0.12
H (-2.413, 3.295, -3.570)  0.51
H (-0.410, 3.924, -4.887)  0.45
H (1.534, 2.398, -4.958)  0.53
H (1.483, 0.275, -3.740)  0.50
Cl (-4.604, -2.260, 1.177)  -0.11
C (-3.710, -0.747, 0.999)  1.49
Cl (-4.306, 0.458, 2.149)  -0.06
Cl (-3.966, -0.164, -0.648)  -0.10
C (-2.197, -0.993, 1.239)  -0.96
O (-1.693, -1.946, 0.356)  -0.48
O (-1.437, 0.136, 0.917)  0.19
C (1.771, 5.500, 2.075)  -1.53
C (0.746, 5.298, 0.960)  0.14
C (1.448, 5.155, -0.392)  -1.41
P (-0.376, 3.842, 1.223)  1.51
C (-1.133, 4.145, 2.883)  0.39
C (-1.778, 5.511, 3.107)  -1.88
C (-2.079, 3.012, 3.293)  -1.46
C (-1.632, 4.130, -0.118)  1.73
C (-2.845, 3.218, 0.064)  -1.48
C (-2.063, 5.569, -0.396)  -1.67
H (2.266, 6.465, 1.951)  0.45
H (2.549, 4.739, 2.041)  0.23
H (1.328, 5.495, 3.072)  0.35
H (0.115, 6.189, 0.924)  0.55
H (2.086, 4.266, -0.409)  0.02
H (2.090, 6.018, -0.579)  0.52
H (0.746, 5.083, -1.225)  0.26
H (-0.254, 4.081, 3.535)  0.49
H (-2.709, 5.599, 2.546)  0.33
H (-1.125, 6.336, 2.824)  0.37
H (-2.026, 5.635, 4.164)  0.47
H (-3.105, 3.236, 2.999)  0.46
H (-2.076, 2.884, 4.378)  0.52
H (-1.812, 2.062, 2.826)  0.09
H (-1.100, 3.776, -1.013)  -1.01
H (-3.481, 3.568, 0.879)  0.36
H (-2.557, 2.189, 0.275)  -0.15
H (-3.454, 3.222, -0.843)  0.50
H (-2.531, 6.033, 0.472)  0.20
H (-2.800, 5.575, -1.202)  0.49
H (-1.237, 6.205, -0.712)  0.41

**Gap between HOMO and LUMO (alpha / beta)**: 6.60 / 6.48 eV
**Calculated total energy**: -120616.69734 eV
**ΔE to the lowest compared entry with this formula, charge and spin**: 0.0 kcal per mole
**LUMO (alpha / beta)**: -0.212 / -0.232 Ha
**Largest force on an atom**: 1.81 eV Å⁻¹
**Total charge**: +2
**Multiplicity**: 3
**E_HOMO (alpha / beta)**: -12.376 / -12.797 eV



11 unconnected molecules or ions with the total composition C45H66B5F20N9O3 at a distorted geometry. Source: OMol25; level of theory: ωB97M-V with the def2-TZVPD basis set.

Last column: Mulliken charge in e.
Positions of all 148 atoms, in Å:
C (2.767, 0.129, 0.851)  0.64
C (1.327, 0.459, 0.829)  0.02
O (0.807, 1.293, 1.507)  -0.56
N (0.434, -0.510, 0.108)  1.81
H (0.927, -1.422, 0.097)  0.14
H (-0.437, -0.491, 0.639)  -0.27
C (0.190, -0.160, -1.334)  -0.94
H (3.367, 1.029, 0.736)  -0.50
H (3.045, -0.545, 0.034)  0.16
H (3.140, -0.420, 1.720)  0.01
H (1.082, -0.316, -1.928)  0.50
H (-0.021, 0.906, -1.333)  0.38
H (-0.573, -0.849, -1.673)  -0.09
C (-0.268, 2.059, -8.065)  -1.16
C (0.967, 1.936, -7.255)  0.70
O (2.083, 2.095, -7.595)  -0.40
N (0.726, 1.484, -5.828)  0.26
H (1.039, 2.269, -5.233)  0.23
H (-0.258, 1.458, -5.522)  0.29
C (1.433, 0.214, -5.436)  -0.72
H (-0.833, 1.119, -7.986)  0.33
H (-0.098, 2.148, -9.135)  0.35
H (-0.960, 2.852, -7.778)  0.33
H (2.461, 0.371, -5.744)  0.46
H (1.057, -0.627, -6.012)  0.36
H (1.154, 0.156, -4.396)  -0.02
C (0.955, -0.935, 4.572)  -1.13
C (-0.028, -2.012, 4.368)  0.74
O (-0.004, -2.830, 3.519)  -0.38
N (-1.223, -2.011, 5.309)  -0.10
H (-0.884, -2.013, 6.278)  0.47
H (-1.729, -1.125, 5.196)  0.42
C (-2.187, -3.108, 5.059)  -0.85
H (1.880, -1.061, 4.006)  0.17
H (1.243, -0.749, 5.609)  0.49
H (0.579, 0.004, 4.138)  0.30
H (-3.012, -2.978, 5.758)  0.42
H (-1.714, -4.069, 5.224)  0.36
H (-2.564, -2.997, 4.049)  0.14
C (-6.425, -5.439, 4.220)  -0.93
N (-5.487, -5.343, 3.073)  0.12
C (-5.063, -4.140, 2.628)  -0.53
C (-4.217, -4.044, 1.545)  -0.44
C (-3.933, -5.176, 0.780)  0.26
C (-4.324, -6.407, 1.308)  -0.63
C (-5.097, -6.457, 2.454)  -0.30
C (-3.256, -5.079, -0.533)  1.00
C (-3.931, -5.632, -1.619)  -0.77
C (-3.451, -5.401, -2.878)  -0.68
N (-2.375, -4.629, -3.068)  0.07
C (-1.608, -4.249, -2.032)  -0.72
C (-2.025, -4.474, -0.738)  -0.22
C (-2.125, -4.102, -4.441)  -1.03
H (-6.959, -6.379, 4.160)  0.36
H (-7.089, -4.581, 4.216)  0.35
H (-5.830, -5.422, 5.133)  0.35
H (-5.421, -3.252, 3.130)  0.51
H (-4.016, -3.015, 1.269)  0.61
H (-3.867, -7.324, 0.958)  0.52
H (-5.304, -7.441, 2.855)  0.46
H (-4.827, -6.229, -1.528)  0.57
H (-4.005, -5.668, -3.767)  0.43
H (-0.745, -3.640, -2.270)  0.54
H (-1.457, -4.054, 0.080)  0.77
H (-2.358, -4.931, -5.108)  0.44
H (-1.111, -3.786, -4.646)  0.24
H (-2.898, -3.340, -4.509)  0.45
C (-0.070, 5.136, -1.944)  -0.88
N (-1.345, 4.495, -1.483)  0.18
C (-1.742, 3.361, -2.082)  -0.96
C (-2.950, 2.780, -1.787)  -0.26
C (-3.787, 3.391, -0.859)  0.83
C (-3.328, 4.542, -0.217)  -0.60
C (-2.078, 5.025, -0.495)  -0.36
C (-5.177, 2.929, -0.574)  0.07
C (-5.350, 1.693, 0.044)  -0.44
C (-6.636, 1.240, 0.192)  -0.38
N (-7.669, 1.938, -0.288)  0.05
C (-7.530, 3.173, -0.797)  -0.44
C (-6.268, 3.682, -0.968)  -0.59
C (-9.028, 1.324, -0.263)  -0.92
H (-0.239, 5.478, -2.958)  0.31
H (0.698, 4.365, -1.857)  0.32
H (0.177, 5.931, -1.249)  0.33
H (-1.047, 3.049, -2.849)  0.81
H (-3.154, 1.788, -2.179)  0.64
H (-3.934, 5.000, 0.552)  0.57
H (-1.643, 5.820, 0.095)  0.44
H (-4.478, 1.105, 0.302)  0.45
H (-6.840, 0.269, 0.619)  0.49
H (-8.449, 3.638, -1.118)  0.45
H (-6.142, 4.656, -1.422)  0.57
H (-9.143, 0.802, -1.212)  0.37
H (-9.807, 2.082, -0.245)  0.36
H (-9.103, 0.707, 0.624)  0.35
C (2.184, 4.240, 1.586)  -0.96
N (3.597, 3.866, 1.709)  0.32
C (4.191, 3.997, 2.898)  -0.34
C (5.488, 3.600, 3.060)  -0.47
C (6.157, 2.943, 2.026)  1.00
C (5.564, 3.019, 0.764)  -0.39
C (4.281, 3.466, 0.609)  -1.59
C (7.491, 2.333, 2.219)  0.41
C (8.537, 2.685, 1.370)  -0.76
C (9.780, 2.166, 1.641)  -0.27
N (9.944, 1.256, 2.604)  0.04
C (8.922, 0.858, 3.385)  -0.92
C (7.678, 1.404, 3.232)  -0.26
C (11.275, 0.647, 2.826)  -0.87
H (1.632, 3.770, 2.396)  0.41
H (1.800, 3.830, 0.657)  0.07
H (2.071, 5.320, 1.649)  0.43
H (3.620, 4.344, 3.747)  0.46
H (6.024, 3.655, 3.998)  0.57
H (6.109, 2.683, -0.112)  0.78
H (3.789, 3.603, -0.342)  0.98
H (8.385, 3.365, 0.545)  0.56
H (10.656, 2.557, 1.143)  0.39
H (9.181, 0.191, 4.196)  0.56
H (6.882, 1.145, 3.917)  0.62
H (12.008, 1.071, 2.152)  0.28
H (11.157, -0.431, 2.762)  0.37
H (11.615, 0.855, 3.841)  0.38
B (-2.568, -0.669, 1.433)  -0.63
F (-3.956, -0.697, 1.714)  -0.42
F (-2.293, 0.606, 0.858)  0.00
F (-1.778, -0.822, 2.585)  0.18
F (-2.262, -1.619, 0.450)  -0.12
B (1.870, -3.458, -1.131)  0.13
F (2.224, -2.118, -1.445)  -0.25
F (2.848, -4.184, -0.519)  -0.30
F (0.761, -3.323, -0.172)  -0.40
F (1.391, -4.071, -2.295)  -0.38
B (5.029, -0.271, 3.626)  0.33
F (5.849, -0.518, 4.741)  -0.32
F (3.926, -1.134, 3.604)  -0.37
F (4.580, 1.075, 3.735)  -0.18
F (5.796, -0.378, 2.460)  -0.38
B (-1.717, -0.500, -4.228)  0.43
F (-2.576, -0.895, -3.160)  -0.33
F (-2.313, -0.693, -5.449)  -0.26
F (-1.283, 0.848, -3.979)  -0.28
F (-0.560, -1.291, -4.081)  -0.34
B (3.272, 2.224, -2.561)  0.30
F (2.346, 2.475, -1.521)  -0.18
F (4.532, 2.776, -2.251)  -0.33
F (3.465, 0.855, -2.730)  -0.28
F (2.801, 2.830, -3.765)  -0.35

**Gap between HOMO and LUMO**: 8.16 eV
**Calculated total energy**: -125019.35954 eV
**LUMO**: -0.341 Ha
**Largest force on an atom**: 1.87 eV Å⁻¹
**Total charge**: +4
**E_HOMO**: -17.438 eV